{
  "formula": "C43H54BN7O2SiTi",
  "method": "wB97M-V/def2-TZVPD",
  "total_energy_ev": -91659.352,
  "spin_multiplicity": 3,
  "gap_ha": [0.1704, 0.2429],
  "relative_energy_ev": 0.000,
  "species": ["Ti", "C", "C", "C", "C", "C", "C", "C", "N", "N", "C", "C", "C", "C", "C", "C", "N", "C", "C", "C", "C", "C", "C", "N", "H", "H", "H", "H", "H", "H", "H", "H", "H", "H", "H", "H", "H", "H", "H", "H", "H", "H", "H", "H", "C", "C", "C", "C", "N", "C", "C", "H", "H", "H", "H", "H", "H", "H", "N", "N", "H", "H", "H", "H", "C", "C", "C", "C", "C", "C", "C", "C", "O", "B", "O", "C", "C", "H", "H", "H", "H", "H", "H", "H", "H", "H", "H", "H", "H", "C", "Si", "C", "C", "C", "C", "C", "C", "C", "H", "H", "H", "H", "H", "H", "H", "H", "H", "H", "H"],
  "coordinates": [[-0.908328, 0.414149, -1.067327], [-0.814505, -2.652840, 0.184615], [-1.528067, -2.138301, 1.464236], [-2.699512, -2.872836, 2.007671], [-2.710493, -4.335640, 2.136838], [-3.767626, -4.981831, 2.761229], [-4.811503, -4.166916, 3.190942], [-4.706749, -2.811432, 3.051761], [-3.702377, -2.141228, 2.511734], [-1.269890, -1.975430, -1.056996], [-2.675457, -2.486092, -1.400334], [-3.653512, -1.344774, -1.207449], [-5.041290, -1.642333, -1.181884], [-5.989868, -0.643232, -1.111228], [-5.613705, 0.692992, -1.079004], [-4.220903, 0.904020, -1.070211], [-3.279426, -0.067187, -1.041315], [-0.391139, -2.341166, -2.207397], [-0.765082, -1.447669, -3.396904], [-0.615418, -1.851950, -4.732936], [-1.253394, -1.103838, -5.706472], [-2.067379, -0.015540, -5.342913], [-2.293747, 0.236174, -3.958095], [-1.434912, -0.290558, -3.022479], [-0.889278, -3.771820, 0.031062], [0.253502, -2.405555, 0.231566], [-1.961136, -1.091471, 1.387209], [-0.682584, -2.132094, 2.197844], [-1.844773, -4.906788, 1.808207], [-3.629275, -6.034388, 3.025320], [-5.787711, -4.625523, 3.476426], [-5.452216, -2.197109, 3.522101], [-2.978722, -3.285539, -0.786424], [-2.761098, -2.766997, -2.461261], [-5.353829, -2.714432, -1.253627], [-7.074115, -0.814832, -1.102433], [-6.350338, 1.492332, -1.088675], [-3.914907, 1.926516, -0.958181], [-0.489713, -3.375007, -2.523700], [0.660460, -2.181811, -1.980696], [-0.039394, -2.703153, -5.071145], [-1.153908, -1.483759, -6.701497], [-2.478725, 0.654191, -6.125425], [-2.959444, 1.102425, -3.648637], [2.611188, 5.346441, -3.166378], [1.753106, 4.243879, -2.697712], [0.659258, 3.750778, -3.472614], [0.080954, 2.545457, -3.082828], [0.334730, 1.976331, -1.851461], [1.362692, 2.470961, -1.092456], [2.134890, 3.506453, -1.523923], [1.972421, 6.156276, -3.524775], [3.179392, 5.034382, -4.094041], [3.325077, 5.693846, -2.445146], [0.360835, 4.233884, -4.395525], [-0.609341, 1.969331, -3.705241], [1.633303, 1.911737, -0.193626], [2.958316, 3.796383, -0.892173], [0.732177, 1.475413, 7.799536], [0.252310, 2.001154, 6.520022], [1.231312, 2.208582, 8.287278], [1.390009, 0.708808, 7.735826], [0.057546, 3.014250, 6.602010], [-0.637390, 1.587331, 6.347456], [6.931007, -2.392329, -2.180997], [7.095308, -1.318044, -1.033949], [8.123896, -1.645472, 0.011407], [7.475683, -0.029454, -1.809393], [5.678943, -1.181670, -0.506943], [5.390170, -1.403084, 0.836102], [4.093631, -1.269830, 1.363621], [3.088980, -0.981439, 0.494590], [1.755903, -0.773696, 0.729459], [1.090913, -0.414043, -0.607819], [2.126679, -0.493918, -1.582303], [3.337069, -0.871837, -0.877787], [4.603472, -0.971873, -1.358508], [7.935200, -2.712726, -2.544364], [6.441262, -2.017483, -3.114664], [6.518378, -3.391348, -1.837705], [9.086230, -1.660792, -0.433879], [7.890336, -2.612286, 0.509894], [8.064468, -0.924061, 0.849421], [8.367256, -0.337635, -2.397628], [7.786408, 0.787336, -1.091635], [6.707944, 0.320288, -2.513026], [6.186232, -1.711974, 1.463755], [3.984882, -1.365367, 2.453027], [4.652567, -0.792614, -2.447203], [-0.683976, 3.829360, 1.225170], [-1.061360, 1.944597, 1.220197], [0.021951, 1.165131, 2.584783], [-2.801084, 1.996276, 2.058113], [-3.640968, 3.087428, 1.826579], [-4.831180, 3.193142, 2.528688], [-5.151116, 2.315737, 3.529581], [-4.257844, 1.293691, 3.938296], [-3.103352, 1.140505, 3.145150], [-1.447638, 4.527819, 1.613730], [-0.249686, 4.125582, 0.243158], [0.221633, 3.964220, 1.820510], [-0.208327, 1.584283, 3.567783], [1.079814, 1.434090, 2.279078], [-0.179718, 0.109399, 2.652765], [-3.392734, 3.770327, 1.055659], [-5.574469, 3.962862, 2.269587], [-6.002212, 2.507795, 4.152902], [-4.387720, 0.679740, 4.853597], [-2.444130, 0.279962, 3.202858]],
  "forces_ev_per_a": [[-2.32, -0.87, -0.72], [-0.02, -0.27, -0.66], [0.65, 0.95, -0.21], [-0.67, -2.83, 0.72], [0.22, 1.80, -0.04], [1.14, 0.63, -0.04], [-1.32, -1.61, -0.29], [-0.55, 0.47, 0.62], [1.25, -0.53, -0.69], [-0.67, -1.48, -0.54], [0.99, 3.21, -0.45], [-2.22, 0.31, 0.54], [0.58, -1.23, -0.34], [-0.99, 0.52, -0.02], [1.67, -0.82, -0.36], [-1.05, -0.25, 0.78], [0.06, 0.33, -0.29], [0.19, 0.96, -0.70], [-0.12, -1.15, -0.80], [-0.38, 0.49, 2.23], [-0.26, 0.90, -0.50], [-0.42, 0.08, 0.94], [0.45, 1.67, -2.14], [0.36, -0.56, 0.46], [-0.07, 0.93, 0.42], [-0.39, -0.27, 0.39], [1.14, -0.85, -0.30], [-0.94, 0.19, -0.12], [-0.09, 0.18, 0.04], [-0.62, 0.25, -0.39], [1.04, 0.55, 0.34], [-0.52, 0.28, -0.15], [-0.12, -1.17, 0.80], [0.33, -0.02, 0.30], [0.27, 1.08, 0.10], [0.55, -0.51, 0.02], [0.39, -0.06, 0.09], [0.67, 0.24, 0.01], [-0.22, -0.40, 0.15], [-0.04, -0.07, 0.40], [-0.04, -0.25, 0.55], [-0.06, 0.45, -0.68], [-0.20, -0.75, 0.70], [0.93, -1.20, -0.28], [0.05, 0.26, -1.99], [-0.28, -2.07, 0.70], [1.32, -0.29, 1.06], [0.14, -0.18, 1.80], [0.97, 1.06, -1.04], [-0.89, -0.89, -1.18], [-0.80, 1.27, -1.13], [0.17, 0.26, 0.20], [-0.47, 0.14, 1.01], [0.18, 0.18, 0.41], [0.10, -0.07, 0.03], [0.06, 0.48, 0.21], [-0.40, 0.30, -0.11], [0.25, 0.26, -0.18], [-0.74, 0.65, 0.72], [1.16, 0.47, 0.03], [-0.12, 0.06, -0.09], [0.01, 0.14, -0.97], [0.38, -0.93, 0.25], [-0.71, -0.38, 0.06], [1.56, -1.50, -0.07], [-1.95, 0.11, -2.36], [-1.35, -0.51, 1.27], [1.34, 0.09, 0.72], [0.04, -0.56, 1.15], [-0.70, 0.37, -0.69], [1.09, -0.26, 1.02], [-1.65, 0.12, -1.14], [-0.67, 0.51, -1.48], [2.51, -0.40, 1.60], [1.69, -0.83, 1.81], [-1.42, 0.76, 0.37], [-0.63, 0.87, -2.13], [-0.25, 0.43, 0.21], [-0.01, -0.26, 1.14], [-0.12, 1.39, -0.26], [1.03, -0.07, -0.19], [0.37, 0.31, -0.57], [0.34, -0.02, -0.60], [-0.34, 0.62, 0.17], [-0.45, -0.70, -0.86], [0.16, -0.12, 0.42], [0.43, 0.01, 0.73], [-0.37, 0.00, -0.63], [0.56, -0.20, 0.60], [1.20, 0.10, -0.61], [-0.93, -0.29, 0.27], [0.53, 1.32, -0.44], [0.40, 0.32, 0.87], [-0.45, -1.40, 0.41], [-0.68, 0.77, -0.84], [0.84, -1.01, 1.80], [0.65, 0.45, -0.88], [-0.56, -0.10, -0.81], [0.37, -0.41, -0.45], [-0.92, 0.23, 0.25], [-0.04, -0.02, 0.58], [0.21, 0.22, -0.03], [-0.95, -0.81, 0.64], [0.50, -0.49, -0.18], [0.07, 0.74, -0.60], [0.50, -0.19, 0.16], [-0.56, -0.01, 0.01], [-0.23, 0.42, -0.87], [-0.11, 0.05, 0.79]]
}